Record 1
Entry from the Open Molecules 2025 dataset: a molecular structure, C51H59ClGeInNPSi2Te in a non-equilibrium geometry (wB97M-V/def2-TZVPD).

Positions of all 118 atoms, in Å:
In  1.116479  1.045704  -0.604013
Cl  3.972789  0.758665  0.669068
C  4.362607  0.570850  2.358188
C  5.706059  0.415864  2.682003
C  6.062799  0.263140  4.008416
C  5.079961  0.263276  4.995356
C  3.749257  0.414149  4.639295
C  3.359325  0.567846  3.308951
P  1.587365  0.795872  2.805086
C  0.779688  -0.751428  3.371558
C  -0.614253  -0.764319  3.467379
C  -1.291282  -1.914676  3.843112
C  -0.588659  -3.086018  4.092919
C  0.790959  -3.100630  3.950324
C  1.471897  -1.940534  3.592996
C  1.103388  2.059058  4.057453
C  0.424254  1.829614  5.252701
C  0.167106  2.879790  6.129546
C  0.586780  4.167390  5.822776
C  1.261202  4.406540  4.630844
C  1.511632  3.361236  3.752294
H  6.450256  0.415285  1.893510
H  7.107900  0.147413  4.271873
H  5.351292  0.148670  6.037677
H  2.986593  0.411326  5.409120
H  -1.177872  0.132260  3.231946
H  -2.372561  -1.899924  3.919238
H  -1.117179  -3.988226  4.375324
H  1.344294  -4.018756  4.109546
H  2.547861  -1.973282  3.477892
H  0.094227  0.829966  5.509480
H  -0.364491  2.687024  7.054841
H  0.383932  4.982602  6.507310
H  1.580804  5.410248  4.371598
H  2.015085  3.564514  2.809720
C  -4.798402  -2.210314  1.024574
Si  -3.380327  -2.635182  -0.108100
C  -3.977321  -4.005074  -1.236943
C  -1.975684  -3.276088  0.942511
C  -2.930028  -1.150258  -1.138453
Te  -1.912921  0.320296  0.030100
C  -3.921692  1.332080  0.387597
Si  -4.586250  2.371784  -0.974949
C  -3.824867  4.078180  -0.958007
C  -4.250634  1.656468  -2.670627
C  -6.442629  2.571370  -0.817513
H  -5.058171  -3.083526  1.636603
H  -5.689490  -1.915378  0.453693
H  -4.534535  -1.386394  1.696481
H  -4.128229  -4.928440  -0.662934
H  -3.255724  -4.217284  -2.037581
H  -4.932104  -3.736784  -1.708422
H  -1.728046  -4.316906  0.702733
H  -2.257469  -3.236131  2.002310
H  -1.068379  -2.669458  0.824892
H  -3.825806  -0.664982  -1.540008
H  -2.265885  -1.395230  -1.972279
H  -3.755128  1.942844  1.285833
H  -4.639205  0.549708  0.661938
H  -2.799531  4.047470  -1.350348
H  -3.780027  4.499088  0.054934
H  -4.405006  4.762822  -1.588971
H  -3.201021  1.343216  -2.741973
H  -4.437803  2.406632  -3.449057
H  -4.876749  0.782413  -2.890342
H  -6.694315  3.080812  0.121076
H  -6.925777  1.585976  -0.800716
H  -6.871409  3.148322  -1.647006
C  3.468360  3.238998  -1.597671
C  2.421831  3.846258  -0.709545
C  2.306390  5.147822  -0.284342
C  1.132388  5.216834  0.527037
C  0.579341  3.957516  0.564194
C  -0.691260  3.536038  1.230882
N  1.376066  3.107341  -0.187422
H  3.832423  3.977216  -2.313631
H  3.075332  2.398362  -2.180666
H  4.330193  2.865174  -1.042872
H  2.979042  5.957238  -0.536443
H  0.725999  6.090632  1.018466
H  -1.033444  4.325600  1.903140
H  -0.567496  2.625858  1.826066
H  -1.487989  3.340064  0.511225
C  0.302094  -0.917256  -0.550138
Ge  0.798218  -1.554110  -2.309249
C  2.696815  -1.066041  -2.672355
C  3.665093  -1.662011  -1.851081
C  5.016666  -1.381460  -2.005233
C  5.439708  -0.475538  -2.974734
C  4.499368  0.133294  -3.794539
C  3.145928  -0.170884  -3.650546
C  0.917525  -3.536742  -2.507614
C  -0.058870  -4.375206  -1.954179
C  0.001835  -5.759692  -2.075340
C  1.055395  -6.346626  -2.764534
C  2.029114  -5.537874  -3.341833
C  1.958276  -4.151162  -3.217420
C  -0.291018  -1.056382  -3.887446
C  -0.224480  0.212922  -4.471244
C  -1.040689  0.568080  -5.540333
C  -1.965829  -0.339110  -6.038713
C  -2.069375  -1.599019  -5.460974
C  -1.237803  -1.952664  -4.400127
H  3.348203  -2.355363  -1.077724
H  5.743086  -1.861898  -1.359524
H  6.492221  -0.244780  -3.087323
H  4.817193  0.835821  -4.556812
H  2.436500  0.293904  -4.325669
H  -0.890169  -3.936148  -1.409497
H  -0.773004  -6.377750  -1.632653
H  1.118013  -7.425563  -2.850004
H  2.848902  -5.987039  -3.892401
H  2.721871  -3.545716  -3.692197
H  0.451645  0.959280  -4.064732
H  -0.964897  1.558876  -5.973831
H  -2.606248  -0.063758  -6.866976
H  -2.801967  -2.307169  -5.832621
H  -1.325416  -2.948722  -3.975150

Atomic forces in eV per Å
In -0.74 -0.77 0.39
Cl 0.37 -0.10 0.05
C 0.11 -0.02 -0.37
C 0.01 0.01 -0.04
C -0.04 0.00 0.10
C -0.03 0.02 -0.08
C 0.04 -0.04 0.17
C -0.41 -0.07 0.10
P -0.17 -0.01 -0.01
C 0.13 -0.01 0.08
C -0.03 0.09 0.05
C 0.13 0.13 0.13
C 0.11 0.07 0.07
C -0.01 0.08 -0.03
C -0.04 0.02 0.03
C 0.19 -0.04 0.06
C 0.04 0.02 0.02
C 0.00 -0.03 -0.09
C 0.01 -0.05 -0.04
C -0.01 -0.05 -0.04
C 0.00 0.03 0.04
H -0.09 0.02 0.07
H -0.06 0.00 0.00
H -0.01 0.00 -0.03
H -0.01 0.02 0.00
H 0.01 -0.05 0.04
H 0.04 0.03 -0.02
H 0.01 0.00 -0.02
H -0.01 0.04 0.00
H 0.03 0.02 0.02
H 0.01 -0.01 -0.04
H 0.02 0.01 -0.04
H 0.00 -0.02 -0.02
H -0.02 -0.07 0.02
H -0.05 -0.02 0.06
C -0.35 0.10 0.17
Si 0.12 0.01 -0.06
C -0.14 -0.24 -0.26
C 0.19 -0.09 0.17
C 0.08 0.06 -0.23
Te -0.23 0.32 0.22
C -0.09 -0.25 0.33
Si 0.05 -0.01 -0.14
C 0.25 0.31 0.05
C 0.07 -0.16 -0.26
C -0.36 0.04 0.08
H 0.00 0.11 -0.06
H 0.12 -0.02 0.14
H -0.03 -0.11 -0.04
H -0.01 0.08 -0.11
H -0.11 0.02 0.14
H 0.15 -0.06 0.04
H -0.01 0.10 0.03
H 0.04 -0.07 -0.35
H -0.05 -0.07 0.02
H 0.14 -0.10 0.01
H -0.11 0.03 0.09
H -0.05 -0.05 -0.07
H 0.06 0.08 0.02
H -0.14 0.04 0.07
H -0.03 -0.04 -0.17
H 0.09 -0.06 0.06
H -0.14 0.05 -0.07
H 0.01 -0.09 0.07
H 0.08 0.13 0.00
H -0.02 -0.06 -0.12
H 0.02 0.14 -0.01
H 0.05 -0.07 0.11
C -0.12 0.02 0.05
C -0.15 0.03 0.09
C -0.17 -0.01 0.10
C 0.16 -0.05 -0.06
C 0.27 0.07 -0.21
C 0.05 -0.06 -0.01
N 0.01 0.09 -0.09
H -0.02 0.00 0.00
H 0.01 0.01 -0.02
H 0.02 0.00 0.02
H -0.06 -0.06 0.02
H 0.02 -0.04 -0.03
H 0.05 -0.01 -0.02
H 0.02 0.02 0.00
H 0.01 0.00 -0.03
C 0.49 0.69 -0.45
Ge 0.55 -0.13 0.28
C 0.18 -0.03 -0.26
C 0.02 0.14 -0.11
C -0.05 0.09 -0.03
C -0.10 -0.02 0.05
C -0.08 -0.09 0.06
C 0.08 -0.11 0.08
C -0.18 -0.25 0.06
C 0.07 0.11 0.00
C 0.04 0.07 -0.03
C 0.05 0.10 -0.02
C -0.09 0.09 0.07
C -0.26 -0.10 0.04
C -0.25 0.04 -0.23
C -0.20 -0.08 0.07
C 0.05 -0.04 0.09
C 0.03 -0.10 0.06
C 0.08 0.05 0.11
C 0.11 0.16 -0.22
H 0.00 0.02 -0.02
H 0.00 0.00 0.00
H 0.01 -0.01 0.00
H -0.01 0.00 0.01
H 0.02 -0.03 0.00
H 0.10 0.00 0.00
H 0.04 0.04 -0.01
H 0.00 0.02 -0.03
H -0.02 0.01 0.02
H 0.01 0.02 0.05
H -0.01 0.00 0.01
H 0.00 -0.01 0.01
H -0.03 0.01 -0.01
H 0.03 0.01 0.01
H 0.03 0.05 -0.01

Output
- Net charge: -1
- HOMO-LUMO gap: 5.4 eV

***

Record 2
Entry from the Open Molecules 2025 dataset: C25H26N2O7S in the gas phase in a non-equilibrium geometry (wB97M-V/def2-TZVPD).

Positions of all 61 atoms, in Å:
C  -3.297609  -2.697910  1.391999
O  -2.285366  -1.967087  2.043140
C  -1.011910  -2.045792  1.568456
C  -0.614899  -2.783253  0.458516
C  0.714098  -2.800769  0.076154
C  1.668771  -2.082938  0.784573
N  3.011421  -2.166431  0.367353
C  4.066937  -2.160158  1.350976
S  3.430254  -1.439387  -1.076429
O  2.289334  -1.461533  -1.942576
O  4.650490  -2.039221  -1.522397
C  3.769543  0.259781  -0.603468
C  5.071015  0.625581  -0.311952
C  5.333355  1.914248  0.126948
C  4.293329  2.815993  0.263074
C  2.986105  2.443955  -0.048553
C  1.919778  3.472484  0.100982
O  2.071422  4.503980  0.703706
O  0.792808  3.122051  -0.530233
C  -0.317994  4.006175  -0.431497
C  -1.506049  3.370494  0.306153
O  -2.393775  4.053949  0.766681
N  -1.437884  2.034955  0.387740
C  -2.502024  1.232323  0.945477
C  -3.368226  0.587044  -0.107709
C  -4.746500  0.672513  -0.011487
C  -5.574918  0.075051  -0.946815
C  -5.013441  -0.609341  -2.006424
C  -3.636973  -0.703430  -2.128094
C  -2.801634  -0.118111  -1.182535
O  -1.435557  -0.189925  -1.228493
C  -0.838144  -0.849472  -2.324571
C  2.720348  1.146295  -0.477528
C  1.270721  -1.332537  1.887831
C  -0.052126  -1.319015  2.275614
H  -3.424691  -2.374485  0.354594
H  -4.211795  -2.485086  1.943200
H  -3.096820  -3.773362  1.422891
H  -1.330626  -3.358135  -0.107021
H  1.027225  -3.372174  -0.782135
H  3.824060  -2.870895  2.139607
H  4.239213  -1.172398  1.794697
H  4.972261  -2.482117  0.839830
H  5.855938  -0.101492  -0.448681
H  6.344049  2.212301  0.359236
H  4.469994  3.824861  0.604563
H  -0.637145  4.259501  -1.447312
H  -0.024221  4.921739  0.091650
H  -0.729536  1.538644  -0.131978
H  -3.111365  1.895712  1.562937
H  -2.057049  0.457932  1.576803
H  -5.176156  1.221780  0.812512
H  -6.646688  0.153140  -0.851857
H  -5.641681  -1.073816  -2.751712
H  -3.224447  -1.236688  -2.969420
H  -1.048020  -0.323341  -3.260943
H  -1.180463  -1.884290  -2.404248
H  0.235120  -0.857058  -2.140609
H  1.720463  0.824367  -0.720082
H  1.994625  -0.763767  2.451304
H  -0.366940  -0.751441  3.137557

Atomic forces in eV per Å
C -0.25 -0.15 -0.16
O 0.44 0.19 0.11
C 0.13 0.06 0.11
C -0.26 -0.04 0.07
C 0.03 0.07 0.24
C -0.78 -0.05 0.03
N 0.37 0.23 -1.02
C 0.45 -0.06 0.22
S 0.06 0.16 0.12
O -0.02 0.13 0.22
O 0.15 0.15 0.27
C -0.03 -0.71 -0.22
C 0.12 -0.01 -0.01
C -0.05 -0.06 -0.02
C -0.19 0.01 -0.01
C 0.19 -0.21 -0.01
C 0.20 0.28 0.23
O -0.01 -0.16 -0.10
O -0.05 -0.31 -0.26
C -0.46 0.63 0.22
C 0.71 0.02 -0.16
O -0.27 0.31 -0.01
N 0.16 -0.41 -0.03
C -0.04 -0.06 0.09
C 0.18 0.03 0.02
C 0.14 -0.07 -0.06
C -0.14 -0.08 -0.08
C -0.12 0.04 0.10
C 0.37 -0.08 -0.10
C -0.21 0.06 0.03
O -0.33 0.16 0.29
C 0.23 -0.10 -0.24
C -0.16 0.27 0.02
C 0.10 -0.06 -0.15
C -0.27 -0.07 0.01
H 0.01 -0.01 0.01
H 0.03 -0.05 -0.07
H 0.01 0.03 0.00
H -0.10 -0.04 -0.06
H 0.00 -0.11 -0.06
H -0.01 0.01 -0.04
H -0.02 -0.04 0.04
H 0.10 -0.01 0.22
H 0.15 -0.03 0.01
H 0.08 0.02 0.00
H 0.02 0.07 0.02
H 0.07 -0.06 0.12
H -0.15 -0.23 -0.11
H -0.05 0.17 0.08
H 0.07 -0.15 -0.02
H -0.08 0.12 0.00
H -0.02 0.09 0.11
H -0.11 0.01 0.01
H -0.05 -0.03 -0.06
H 0.07 -0.04 -0.06
H -0.04 -0.03 0.03
H -0.03 0.00 0.00
H -0.20 0.03 -0.03
H -0.15 0.05 -0.05
H 0.09 0.07 0.07
H -0.04 0.06 0.10

Output
- Net charge: 0
- HOMO-LUMO gap: 8.5 eV

***

Record 3
Entry from the Open Molecules 2025 dataset: a gas-phase ion, C3H5N2 (charge +1) in a non-equilibrium geometry (wB97M-V/def2-TZVPD).

Positions of all 10 atoms, in Å:
C  -1.283065  -2.306914  0.777756
C  -0.487410  -1.440857  0.480161
N  0.496717  -0.252179  0.371983
C  0.243108  0.646822  -0.533418
N  0.614658  1.903732  -0.628481
H  -1.732653  -3.249403  0.675419
H  1.146410  -0.109561  1.205040
H  -0.507430  0.146952  -1.219986
H  0.147953  2.532758  -1.222265
H  1.361713  2.128649  0.093790

Atomic forces in eV per Å
C 2.00 1.56 -1.19
C 2.24 2.57 0.44
N -0.93 -3.29 2.90
C -2.97 -0.71 -1.87
N 2.51 -2.53 3.05
H -0.77 -0.62 0.39
H -1.23 -0.33 -1.46
H 0.79 1.63 0.21
H -0.18 0.95 -0.87
H -1.45 0.76 -1.59

Output
- Net charge: +1
- HOMO-LUMO gap: 10.7 eV

***

Record 4
Entry from the Open Molecules 2025 dataset: 12 unconnected molecules or ions with the total composition C3H30N2O13 in a non-equilibrium geometry (wB97M-V/def2-TZVPD).

Positions of all 48 atoms, in Å:
N  0.927390  -1.287323  2.337724
C  1.290403  -1.828288  1.015520
C  -0.040185  -2.354431  0.247253
N  -0.468496  -1.474601  -0.889347
C  -0.474160  -2.096360  -2.142347
O  -0.550067  -1.695483  -3.237088
O  -0.572787  -3.436953  -1.975140
H  0.495309  -1.880822  2.974627
H  0.493710  -0.382800  2.167700
H  1.949037  -0.922340  0.652979
H  1.907598  -2.750066  1.172108
H  -0.948423  -2.427213  0.829599
H  0.174377  -3.480298  -0.136852
H  -0.427060  -0.363301  -0.664984
H  -0.596115  -3.833620  -2.893806
O  -1.712344  0.117510  4.579413
H  -2.234543  -0.576467  4.213248
H  -2.026796  0.954163  4.046740
O  2.766116  0.471544  -1.375871
H  2.768469  1.386599  -1.844010
H  1.809620  0.451423  -1.382320
O  -3.651418  -0.480573  -1.000983
H  -3.126330  0.316844  -1.129549
H  -3.118085  -1.203083  -0.630039
O  -1.871081  1.386019  -0.678588
H  -1.376839  1.326241  0.181014
H  -2.450458  2.236559  -0.685834
O  -0.435764  2.591004  0.824605
H  -0.235111  2.198064  1.754026
H  0.292158  2.524054  0.201790
O  3.170157  1.760004  2.243698
H  4.151168  1.957447  2.018543
H  3.055598  0.841720  2.258297
O  -3.757921  0.863427  1.634399
H  -4.574745  0.309265  1.536422
H  -3.590134  1.034101  0.636099
O  1.283226  2.469068  -2.656697
H  0.615769  1.930192  -3.135641
H  0.758997  2.937464  -1.989391
O  3.347928  -2.131284  -2.212372
H  3.667429  -1.231848  -2.167980
H  2.769964  -2.379404  -2.987350
O  0.130454  0.822257  -4.065178
H  -0.607951  1.020560  -4.658426
H  -0.189754  0.106707  -3.455180
O  0.124452  2.168204  3.232462
H  0.000824  1.512746  3.888690
H  1.086407  2.523357  3.348027

Atomic forces in eV per Å
N 1.66 1.70 -1.68
C -0.61 0.10 1.04
C 1.85 -1.01 -1.34
N 1.09 1.31 -0.01
C -0.80 -1.22 4.22
O 0.12 2.99 -3.42
O 0.12 -1.41 -1.22
H -1.19 -0.90 0.99
H -0.30 -0.47 0.82
H -1.46 -2.27 -0.65
H -0.16 1.07 -0.30
H 0.33 0.02 1.12
H -0.48 3.14 0.84
H -0.12 -3.85 -1.64
H 0.00 0.81 1.40
O -0.07 3.45 -1.17
H -0.64 -0.82 -0.49
H 0.62 -2.48 1.50
O 0.13 2.71 -1.05
H 0.52 -1.83 0.86
H -0.50 -0.80 0.18
O -1.30 -1.02 -0.10
H 0.87 -0.55 0.14
H 0.09 0.84 -0.32
O -1.83 1.28 -0.83
H -0.75 1.30 -0.68
H 2.15 -1.97 0.47
O 0.07 -0.40 1.42
H 0.38 1.05 -1.51
H 0.38 -0.14 0.49
O 2.45 3.04 -0.44
H -2.66 -0.78 0.56
H -0.01 -2.28 -0.03
O -0.85 -0.23 -2.50
H 1.04 0.63 0.37
H -0.15 -0.57 2.55
O -0.11 0.89 1.22
H 0.32 -0.12 -0.44
H 0.33 0.12 -0.28
O -0.82 -2.10 -0.58
H -0.67 0.57 -0.63
H 1.29 1.34 1.22
O -0.89 -0.69 0.10
H 0.16 -0.21 0.19
H 0.15 0.19 -1.07
O 2.79 1.95 -0.17
H -0.12 -1.33 1.21
H -2.39 -1.04 -0.38

Output
- Net charge: 0
- HOMO-LUMO gap: 9.3 eV

***

The electronic energy results, record by record, are as follows: -5949.12372 -2002.65376 -226.45292 -1219.85246 hartree.
The E_LUMO results, record by record, are as follows: 2.3 0.0 -4.3 0.1 eV.
The relative energy (zero: lowest compared OMol25 entry of this formula, charge and spin) results, record by record, are as follows: 11.8 24.4 87.5 107.7 kcal per mole.